ORCA calculation (ωB97M-V with the def2-TZVPD basis set) on the molecule CH3NS2 in a non-equilibrium geometry.

For the energy above the lowest of the compared OMol25 structures with the same formula, charge and spin, the calculation gives 121.5 kJ/mol. The calculation puts the total energy at -890.9820 Eh. For the LUMO energy, the calculation gives -0.3 eV. For the highest occupied orbital energy, the calculation gives -8.9 eV. Its SMILES is NSC=S. The HOMO-LUMO gap comes out at 0.31576 hartree.

Geometry as XYZ:
```
7
Properties=species:S:1:pos:R:3:forces:R:3:nbo_charge:R:1
N 1.475958 0.572480 -0.067223 -1.483 0.050 1.050 -0.956
S -0.199510 1.137771 -0.286921 1.596 -0.614 -0.162 0.529
C -1.186810 -0.236063 -0.013107 1.035 -3.073 0.286 -0.577
S -2.809579 -0.246980 -0.036237 0.554 0.134 0.042 0.033
H 1.776216 -0.196882 -0.678376 -0.564 0.435 0.226 0.380
H 1.487262 0.268697 0.926354 0.449 0.151 -1.059 0.374
H -0.543539 -1.299025 0.155512 -1.587 2.917 -0.383 0.216
```
Forces are in eV/Å.

***

ORCA calculation (ωB97M-V with the def2-TZVPD basis set) on a structure of composition C17H28FN3OSSbTi.

For the energy above the lowest of the compared OMol25 structures with the same formula, charge and spin, the calculation gives 57.0 kJ/mol. Its multiplicity is 3. The calculation puts the total energy at -2491.9881 Eh. For the LUMO energy (alpha / beta), the calculation gives 2.7 / 2.7 eV. Its charge is -1. For the highest occupied orbital energy (alpha / beta), the calculation gives -2.0 / -4.4 eV. The HOMO-LUMO gap (alpha / beta) comes out at 0.17085 / 0.25855 hartree.

Geometry as XYZ:
```
53
Properties=species:S:1:pos:R:3:forces:R:3:nbo_charge:R:1
Ti 0.247137 -1.185448 1.653352 -0.065 -0.458 0.655 1.511
N -2.747519 -0.930174 4.956042 -0.046 -0.071 -0.010 -0.827
C -1.989796 -1.184160 3.806772 -0.025 0.057 0.007 0.259
S -1.290552 0.224201 3.027285 0.024 -0.128 -0.243 -0.442
N -1.854113 -2.403445 3.434275 0.003 0.280 -0.066 -0.391
N -1.038478 -2.566733 2.312310 0.200 -0.198 0.090 -0.496
C -1.026606 -3.852089 1.888281 -0.055 0.089 -0.041 -0.013
C -0.469707 -4.312459 0.672810 0.054 -0.201 -0.192 -0.198
C -0.638684 -5.666518 0.295985 -0.016 -0.011 0.019 -0.190
C -0.153874 -6.168601 -0.893306 -0.023 -0.069 0.001 -0.266
C 0.530358 -5.337470 -1.778989 0.039 0.119 -0.005 -0.253
C 0.726694 -4.000828 -1.442027 -0.030 -0.180 0.010 -0.299
C 0.254721 -3.487320 -0.241743 -0.095 0.141 0.211 0.390
O 0.500774 -2.215193 0.073502 0.075 0.321 -0.106 -0.852
H -3.195300 -0.027220 4.932785 0.009 -0.010 -0.002 0.373
H -3.391683 -1.684985 5.148211 0.004 0.010 0.021 0.373
H -1.555522 -4.565065 2.512231 -0.024 0.008 -0.009 0.182
H -1.179022 -6.323588 0.969872 -0.003 0.025 0.018 0.192
H -0.312123 -7.213004 -1.136138 0.004 0.001 -0.012 0.193
H 0.913355 -5.723985 -2.715243 0.000 -0.009 -0.008 0.192
H 1.265680 -3.325916 -2.095825 0.000 0.000 -0.015 0.205
C 2.106230 2.439897 -3.086090 0.099 -0.104 0.092 -0.624
C 0.764059 2.738305 -2.429095 0.035 0.043 -0.013 -0.518
C -0.312223 2.874059 -3.503940 -0.027 -0.074 -0.002 -0.626
Sb 0.138901 1.182762 -1.026017 -0.068 0.096 -0.051 1.014
C -1.279437 2.393638 0.108822 -0.066 0.049 0.173 -0.523
C -2.676380 1.792623 -0.005585 -0.069 -0.097 -0.071 -0.623
C -1.320042 3.892578 -0.160409 0.064 0.096 -0.039 -0.619
C 1.759333 1.364162 0.433310 -0.025 0.419 0.042 -0.512
C 2.968503 0.514388 0.074523 0.085 -0.120 -0.092 -0.627
C 2.149515 2.824186 0.661647 0.124 0.038 0.021 -0.617
H 2.340102 3.190037 -3.848778 -0.009 0.030 -0.015 0.194
H 2.096216 1.465799 -3.582880 -0.011 -0.008 -0.006 0.204
H 2.931050 2.430504 -2.370619 -0.046 0.010 -0.008 0.207
H 0.841676 3.670753 -1.864013 -0.045 -0.024 -0.032 0.207
H -0.393488 1.948480 -4.080577 0.004 0.000 -0.007 0.205
H -0.064460 3.675435 -4.207445 0.017 0.030 -0.003 0.196
H -1.302088 3.084471 -3.097826 -0.018 0.015 0.063 0.207
H -0.943424 2.245193 1.140265 0.004 -0.012 -0.025 0.227
H -3.057562 1.845808 -1.030644 0.031 0.029 -0.019 0.188
H -3.379275 2.332441 0.636204 -0.006 0.013 0.022 0.198
H -2.693593 0.746724 0.304768 0.022 0.031 0.000 0.235
H -1.679087 4.128429 -1.164330 -0.004 -0.053 -0.051 0.193
H -0.352100 4.381472 -0.039872 0.019 -0.042 0.008 0.203
H -2.012937 4.371347 0.539332 -0.012 -0.006 0.022 0.202
H 1.350505 1.025631 1.397248 -0.027 -0.074 -0.154 0.210
H 3.442422 0.868311 -0.846306 -0.023 -0.002 0.027 0.192
H 2.713760 -0.537534 -0.070228 -0.020 0.014 0.010 0.228
H 3.713879 0.566773 0.872887 -0.006 -0.022 0.007 0.211
H 2.484004 3.311404 -0.258594 -0.009 -0.037 0.001 0.193
H 2.978799 2.887544 1.374882 -0.018 -0.023 0.021 0.203
H 1.325031 3.408721 1.071050 -0.027 -0.013 -0.014 0.209
F 1.766371 -1.114341 2.677868 0.001 0.082 -0.230 -0.681
```
Forces are in eV/Å.

***

ORCA calculation (ωB97M-V with the def2-TZVPD basis set) on a cluster of 2 separate species, C6H16O in total in a non-equilibrium geometry.

For the energy above the lowest of the compared OMol25 structures with the same formula, charge and spin, the calculation gives 32.2 kJ/mol. The calculation puts the total energy at -313.4313 Eh. For the LUMO energy, the calculation gives 0.8 eV. For the highest occupied orbital energy, the calculation gives -10.8 eV. Its SMILES is CCCCCC.O. The HOMO-LUMO gap comes out at 0.42723 hartree.

Geometry as XYZ:
```
23
Properties=species:S:1:pos:R:3:forces:R:3:nbo_charge:R:1
C -1.467759 0.301105 -1.504483 -0.858 -0.368 -0.417 -0.618
C -0.155644 -0.472068 -1.593303 0.087 0.917 0.558 -0.405
C 0.970902 0.218517 -0.807481 0.188 -0.091 -0.475 -0.399
C 0.781693 0.351765 0.692395 0.639 -0.623 0.640 -0.389
C 0.535331 -0.999936 1.416338 0.409 0.569 -1.714 -0.401
C 1.535548 -2.071910 0.973075 0.012 -0.205 0.463 -0.616
H -1.531455 1.075436 -2.272541 0.091 0.071 0.147 0.209
H -2.331300 -0.359888 -1.671339 0.226 0.099 -0.125 0.210
H -1.679808 0.763215 -0.544988 0.270 0.091 0.213 0.200
H -0.304761 -1.496674 -1.260270 0.137 -0.126 -0.103 0.195
H 0.180774 -0.444980 -2.624442 -0.105 -0.496 -0.254 0.207
H 1.907100 -0.303537 -1.038001 -0.059 -0.027 0.224 0.203
H 1.111202 1.211275 -1.244406 -0.064 0.117 0.059 0.202
H -0.046962 1.016750 0.920099 -0.084 0.214 0.064 0.184
H 1.692788 0.777762 1.136337 -0.173 0.205 -0.200 0.199
H 0.615647 -0.843786 2.483133 -0.488 -0.062 0.261 0.205
H -0.450468 -1.284253 1.045129 -0.261 -0.367 0.829 0.196
H 2.550578 -1.678429 0.867448 -0.069 0.036 0.027 0.201
H 1.247940 -2.532122 0.029134 0.066 0.059 -0.065 0.205
H 1.575960 -2.869711 1.720935 0.018 0.001 -0.128 0.211
O -2.478060 3.456120 0.847802 0.363 -0.418 0.410 -0.926
H -2.696699 3.018609 1.680400 -0.373 0.182 -0.052 0.464
H -1.562548 3.166739 0.749030 0.028 0.223 -0.362 0.464
```
Forces are in eV/Å.

***

ORCA calculation (ωB97M-V with the def2-TZVPD basis set) on a cluster of 5 separate species, C2H16NO5 in total in a non-equilibrium geometry.

For the energy above the lowest of the compared OMol25 structures with the same formula, charge and spin, the calculation gives 0.0 kJ/mol. The calculation puts the total energy at -516.5333 Eh. For the LUMO energy, the calculation gives -2.6 eV. Its charge is +1. For the highest occupied orbital energy, the calculation gives -13.9 eV. The HOMO-LUMO gap comes out at 0.41726 hartree.

Geometry as XYZ:
```
24
Properties=species:S:1:pos:R:3:forces:R:3:nbo_charge:R:1
C 1.788120 0.053273 0.801335 -0.234 0.199 0.479 -0.085
O 1.107364 1.293186 0.818368 0.093 -0.179 0.244 -0.754
C 1.271080 -0.815473 -0.356285 0.319 0.388 0.851 -0.251
N -0.202248 -0.845535 -0.113283 0.270 -0.457 -1.848 -0.726
H 1.482205 -0.449773 1.733750 0.197 -0.047 -0.253 0.178
H 2.869777 0.188891 0.873779 -0.048 -0.201 -0.439 0.205
H 1.637305 1.967110 0.366550 -0.303 -0.124 -0.341 0.510
H 1.483224 -0.466576 -1.365728 -0.012 0.241 0.193 0.222
H 1.683964 -1.813126 -0.230454 -0.147 -0.162 -0.196 0.219
H -0.578875 0.009352 0.329159 0.361 -0.636 0.606 0.479
H -0.441386 -1.714693 0.364658 -0.372 0.553 0.740 0.456
H -0.750617 -0.836399 -0.982429 0.124 -0.221 -0.338 0.461
H -1.243296 -3.330825 1.936627 -0.139 -0.423 0.145 0.490
H -0.855632 -2.279985 2.972836 0.138 0.031 0.516 0.496
O -1.108042 -2.392453 2.060728 -0.049 0.152 -0.615 -0.968
H -2.972749 0.045770 1.204698 -0.232 0.277 0.354 0.508
H -2.151100 1.353193 0.825041 -0.490 0.276 0.440 0.500
O -2.280341 0.418907 0.661953 0.228 0.008 -0.623 -0.977
H 2.062976 3.131566 -1.896506 0.154 -0.115 -0.452 0.489
H 2.009258 3.928673 -0.619309 -0.135 0.069 -0.022 0.488
O 1.649967 3.134571 -1.035267 0.169 0.391 0.365 -0.954
H -2.026832 -0.483176 -3.493526 0.084 -0.194 -0.377 0.492
H -2.429301 0.364106 -2.318921 -0.344 0.446 0.276 0.485
O -2.004822 -0.460584 -2.537764 0.370 -0.273 0.295 -0.962
```
Forces are in eV/Å.